Record 1
Here is C41H39BiN5O4 as an isolated structure at a distorted geometry from the Open Molecules 2025 dataset. Energies are from wB97M-V/def2-TZVPD.

Structure (XYZ):
```
90
Properties=species:S:1:pos:R:3:forces:R:3
Bi -1.839851 0.261736 0.902201 -0.33 0.69 -0.18
O -2.752297 -1.049809 2.670865 0.94 -0.87 -0.20
C -1.869501 -1.796087 3.287807 -1.27 0.10 -0.02
C -2.102179 -3.231379 3.340668 -0.80 1.21 -0.60
C -1.517228 -3.970893 4.312184 0.48 -0.54 -0.12
C -0.490442 -3.421642 5.097742 1.11 0.53 1.95
C -0.086388 -2.106824 4.959238 -1.05 0.89 -0.93
C -0.800267 -1.225524 4.047299 0.58 -1.79 0.46
C -0.528434 0.166558 4.044949 -0.17 2.66 -2.79
N -0.984877 1.004640 3.065899 1.27 -2.99 2.06
N -0.918920 2.341902 3.270952 0.40 0.28 1.22
C -1.723254 2.967039 2.463083 0.22 -0.55 -0.33
O -2.249532 2.448901 1.427369 -0.82 -0.31 -0.68
C -2.056565 4.347929 2.741894 -0.48 3.07 1.83
C -2.471734 5.261169 1.737548 -0.44 -0.22 0.25
C -2.701519 6.609592 2.053795 0.10 -0.48 0.77
C -2.666409 7.049482 3.393266 0.60 -2.46 -1.94
C -2.347677 6.145211 4.406400 -0.74 -0.02 -0.83
C -2.037506 4.819746 4.132055 0.57 -0.66 -2.50
H -2.880227 -3.630771 2.652933 0.63 0.38 0.70
H -1.815782 -5.008992 4.435336 0.15 0.08 0.08
H -0.062710 -3.925272 5.998093 -0.36 -0.10 -1.15
H 0.709845 -1.650886 5.576068 -0.51 -0.49 -0.28
H 0.184427 0.573852 4.783428 -0.73 0.07 -0.09
H -2.778515 4.952671 0.715110 0.91 -0.16 0.79
H -2.951041 7.273853 1.232677 -0.12 0.09 0.22
H -2.947047 8.021425 3.613598 -0.38 1.78 0.51
H -2.575194 6.549762 5.360047 0.50 -0.22 1.23
H -1.702062 4.057896 4.837133 -0.34 0.48 0.14
O -2.055442 -2.123594 -0.512687 2.65 0.31 -0.05
C -0.785302 -2.123712 -0.463499 -1.86 -2.41 0.12
N 0.012165 -3.160134 -0.974988 0.18 -1.16 -0.70
C 1.443003 -2.840747 -0.832599 0.53 0.80 0.44
C 1.304890 -1.534032 0.091570 0.93 1.26 1.93
O 2.206595 -0.932666 0.726176 -1.88 -1.74 -2.20
N -0.031561 -1.245309 0.242094 0.39 0.24 -0.74
C 2.126652 -2.496755 -2.178391 -0.57 -0.15 -1.08
C 3.169354 -1.552885 -2.202680 -0.22 -1.10 1.73
C 3.554715 -0.977424 -3.366296 -0.51 -1.53 0.04
C 3.086485 -1.501363 -4.543849 0.14 0.27 -1.58
C 2.253838 -2.598593 -4.634607 -0.48 -1.14 0.83
C 1.714922 -3.084468 -3.420643 1.84 2.78 0.88
C 2.287211 -3.913128 -0.110678 -0.28 0.25 -2.37
C 2.735236 -3.783902 1.155835 0.25 0.90 2.23
C 3.314001 -4.854069 1.853129 1.09 0.49 -0.06
C 3.505841 -6.032241 1.154602 -0.50 -1.67 -0.22
C 3.116125 -6.145178 -0.211649 0.46 -0.84 0.58
C 2.650502 -5.039640 -0.870450 -1.93 -0.36 -0.25
H -0.306043 -4.120030 -1.328589 0.33 2.51 0.86
H 3.767966 -1.355216 -1.302248 -0.90 0.30 -0.10
H 4.323424 -0.282275 -3.297954 1.10 1.39 -0.40
H 3.426473 -1.019481 -5.434619 0.23 0.04 -0.70
H 2.048782 -3.175471 -5.575979 0.10 1.10 0.88
H 0.960747 -3.788790 -3.438694 -1.42 -1.50 0.04
H 2.654255 -2.795827 1.638293 -0.19 -0.79 -0.09
H 3.729148 -4.665865 2.880623 -0.69 -0.50 -1.11
H 3.823967 -6.974832 1.653063 0.00 0.94 -0.26
H 3.078144 -7.123396 -0.754745 0.56 0.91 0.72
H 2.275375 -5.161155 -1.911370 0.53 0.28 0.82
C 2.777648 2.168071 0.640110 0.19 0.96 -0.14
C 1.786477 1.945626 -0.452779 -0.27 0.09 -1.92
C 2.292922 1.885585 -1.764544 0.70 0.10 -1.10
C 1.487296 2.074657 -2.893098 -1.02 -1.03 0.17
C 1.980550 1.963492 -4.330874 -2.17 0.62 -0.01
C 0.096421 2.110889 -2.754935 -0.45 -0.98 -0.12
C -0.496104 1.817547 -1.476693 0.92 0.95 -1.00
C 0.400384 1.971516 -0.336766 0.21 0.20 0.32
N -1.752980 1.470880 -1.247633 -1.21 -0.85 0.80
C -2.843697 1.314548 -2.267278 1.55 1.09 1.37
C -4.139862 1.107597 -1.519942 -0.94 -0.50 1.28
C -2.975925 2.639945 -3.025578 -0.23 0.03 -0.46
C -2.617870 0.114258 -3.122209 -1.72 -2.20 0.33
H 3.401405 1.321687 0.894233 -0.14 -0.45 -0.08
H 2.204247 2.463245 1.500951 0.12 0.21 0.75
H 3.478179 2.992276 0.334256 -0.72 -0.58 0.39
H 3.359407 1.707612 -1.960939 -0.25 0.29 0.36
H 1.235519 1.346555 -4.949071 1.30 0.71 0.88
H 2.937523 1.542066 -4.312241 1.47 -0.72 -0.41
H 2.018343 2.964556 -4.787247 0.12 -0.25 0.02
H -0.499985 2.015207 -3.701946 0.68 0.24 1.24
H -0.010885 2.297542 0.623033 -0.09 -0.35 -0.14
H -4.229535 1.808071 -0.656773 -0.09 -0.27 -0.70
H -4.221418 0.079004 -1.111220 0.35 0.32 0.00
H -5.031773 1.154339 -2.175626 0.50 0.40 0.20
H -3.098412 3.443812 -2.288490 0.32 -0.09 -0.22
H -3.856269 2.673205 -3.664033 -0.38 -0.26 -0.02
H -2.149603 2.827811 -3.711729 0.00 0.22 0.43
H -1.984753 0.306899 -3.930330 1.28 0.12 -1.21
H -3.623240 -0.082323 -3.536401 0.33 -0.21 -0.39
H -2.352591 -0.879283 -2.602015 -0.13 1.87 -0.40
```
Positions in Å, forces in eV/Å.

Values from the calculation:
- HOMO-LUMO gap (eV) = 5.82
- net charge = -1
- energy above the lowest of the compared OMol25 structures with the same formula, charge and spin (kJ/mol) = 256.7
- E_tot (a.u.) = -2375.111788
- spin multiplicity = 1
- molecular weight (g/mol) = 874.8

The molecule's Löwdin atomic charges, reported in e, are given here:
1. Bi 2.09
2. O -0.29
3. C -0.39
4. C -0.03
5. C -0.12
6. C -0.14
7. C -0.05
8. C -0.18
9. C -0.04
10. N -0.13
11. N 0.04
12. C -0.55
13. O -0.24
14. C -0.12
15. C -0.02
16. C -0.09
17. C -0.10
18. C -0.11
19. C 0.00
20. H 0.12
21. H 0.10
22. H 0.10
23. H 0.11
24. H 0.12
25. H 0.12
26. H 0.09
27. H 0.07
28. H 0.08
29. H 0.10
30. O -0.10
31. C -0.58
32. N 0.14
33. C -0.24
34. C -0.35
35. O 0.02
36. N 0.03
37. C -0.11
38. C -0.03
39. C -0.11
40. C -0.11
41. C -0.07
42. C -0.03
43. C -0.15
44. C -0.03
45. C -0.07
46. C -0.11
47. C -0.10
48. C -0.05
49. H 0.19
50. H 0.13
51. H 0.09
52. H 0.09
53. H 0.11
54. H 0.07
55. H 0.11
56. H 0.12
57. H 0.10
58. H 0.11
59. H 0.12
60. C -0.06
61. C -0.30
62. C -0.07
63. C -0.28
64. C -0.06
65. C -0.02
66. C -0.33
67. C -0.06
68. N -0.10
69. C -0.65
70. C -0.10
71. C -0.05
72. C -0.05
73. H 0.06
74. H 0.07
75. H 0.09
76. H 0.10
77. H 0.10
78. H 0.02
79. H 0.07
80. H 0.09
81. H 0.07
82. H 0.08
83. H 0.07
84. H 0.09
85. H 0.09
86. H 0.07
87. H 0.05
88. H 0.05
89. H 0.08
90. H 0.10

***

Record 2
Here is a 3-piece molecular cluster, C17H32BFO5 overall at a distorted geometry from the Open Molecules 2025 dataset. Energies are from wB97M-V/def2-TZVPD.

Structure (XYZ):
```
56
Properties=species:S:1:pos:R:3:forces:R:3
O -2.230834 4.294341 -0.311657 2.05 -7.98 -3.95
C -1.759736 3.221487 -0.952381 -0.49 6.92 1.59
O -2.223700 1.825431 -1.027865 3.18 1.36 1.30
C -0.964781 1.032686 -1.090137 1.61 -3.68 1.42
O -0.772102 -0.189988 -0.567700 -1.56 8.99 -3.93
C 0.107115 2.025528 -1.890943 -0.11 2.73 -0.33
C 1.479504 1.446835 -2.575832 0.10 0.08 1.82
B 1.709373 1.871797 -4.147540 0.12 0.78 -2.03
O 1.356732 0.919865 -5.244459 -1.04 2.64 2.44
O 2.315614 3.195587 -4.481066 -2.64 -2.23 0.53
C -0.382130 3.428835 -1.816732 0.48 -4.82 -0.19
F 0.216775 4.673280 -2.351707 -2.28 -4.43 2.17
H 1.519865 0.288548 -2.413915 -0.26 2.21 -0.32
H 2.391838 1.909413 -1.965771 -1.95 -0.90 -1.16
H 0.356347 0.861712 -5.231610 1.63 -0.37 -0.04
H 1.660996 3.784546 -4.959859 1.28 -1.20 0.49
C -1.659026 -6.717836 -0.143775 0.16 -0.03 0.17
C -2.852781 -5.825806 0.160754 -0.16 -0.08 -0.08
C -3.566244 -5.319708 -1.095572 -0.10 0.11 0.05
C -2.720256 -4.434511 -2.018005 0.09 -0.06 -0.06
C -2.135096 -3.178999 -1.367432 0.00 -0.03 -0.12
C -3.194193 -2.211167 -0.865687 -0.02 0.23 0.22
H -0.882935 -6.179783 -0.695170 -0.05 -0.08 0.02
H -1.212699 -7.079426 0.788623 0.01 -0.01 -0.16
H -1.962727 -7.588783 -0.733249 0.06 0.08 0.01
H -2.535130 -4.986247 0.786696 -0.04 0.01 -0.05
H -3.570787 -6.399831 0.759004 0.05 0.12 -0.04
H -4.466963 -4.773981 -0.791466 0.07 -0.03 -0.05
H -3.919284 -6.182023 -1.674917 0.03 0.05 0.06
H -3.342175 -4.133035 -2.871554 0.06 -0.02 0.09
H -1.900023 -5.025772 -2.439919 -0.06 0.00 0.02
H -1.513930 -2.660716 -2.108626 0.00 -0.10 0.10
H -1.465298 -3.450472 -0.543177 -0.04 0.00 -0.09
H -3.850814 -1.893501 -1.683003 -0.01 -0.07 0.08
H -2.720451 -1.317757 -0.445941 -0.22 -0.23 -0.07
H -3.811547 -2.657730 -0.080389 0.00 0.03 -0.11
C 0.971635 3.736324 1.134184 0.05 0.22 0.03
C 2.314376 3.045491 1.316674 -0.05 -0.19 -0.02
C 2.263096 1.872889 2.299473 0.14 -0.05 0.02
C 1.883154 2.240048 3.738567 -0.12 0.03 0.01
C 2.786069 3.276076 4.411887 -0.13 -0.04 0.07
C 4.226219 2.813680 4.561189 0.19 0.10 0.04
H 0.617086 4.183064 2.067227 -0.03 -0.05 -0.11
H 1.059747 4.539418 0.394862 -0.12 -0.05 0.07
H 0.214587 3.030443 0.777987 0.11 0.08 0.25
H 3.065431 3.777027 1.630260 -0.01 -0.05 0.00
H 2.644260 2.665966 0.341954 0.06 0.03 0.09
H 3.237000 1.369806 2.296208 -0.08 0.02 0.02
H 1.541833 1.132539 1.931331 0.04 0.05 0.00
H 1.888470 1.321871 4.341175 0.01 0.11 -0.07
H 0.850923 2.606594 3.761459 0.05 -0.04 -0.02
H 2.384690 3.490533 5.410254 -0.01 0.01 -0.15
H 2.759562 4.223772 3.861531 -0.04 -0.08 0.03
H 4.280180 1.888199 5.144836 0.02 0.08 -0.10
H 4.815358 3.576117 5.081195 0.00 -0.15 -0.06
H 4.697804 2.637319 3.589724 -0.02 -0.02 0.11
```
Positions in Å, forces in eV/Å.

Values from the calculation:
- HOMO-LUMO gap (eV) = 8.87
- E_tot (a.u.) = -1167.748478
- spin multiplicity = 1
- molecular weight (g/mol) = 346.2
- SMILES = O=C1OC(=O)C(CB(O)O)=C1F.CCCCCC.CCCCCC

The molecule's Löwdin atomic charges, reported in e, are given here:
1. O 0.05
2. C -0.20
3. O 0.04
4. C -0.14
5. O 0.04
6. C 0.01
7. C -0.02
8. B -0.39
9. O 0.04
10. O 0.04
11. C 0.01
12. F 0.01
13. H 0.13
14. H 0.13
15. H 0.11
16. H 0.12
17. C -0.12
18. C -0.28
19. C -0.23
20. C -0.23
21. C -0.27
22. C -0.11
23. H 0.07
24. H 0.07
25. H 0.08
26. H 0.10
27. H 0.10
28. H 0.10
29. H 0.11
30. H 0.11
31. H 0.10
32. H 0.10
33. H 0.10
34. H 0.08
35. H 0.04
36. H 0.07
37. C -0.10
38. C -0.25
39. C -0.22
40. C -0.23
41. C -0.28
42. C -0.12
43. H 0.08
44. H 0.08
45. H 0.05
46. H 0.10
47. H 0.09
48. H 0.10
49. H 0.11
50. H 0.11
51. H 0.10
52. H 0.11
53. H 0.10
54. H 0.08
55. H 0.07
56. H 0.07

***

Record 3
Here is FIn as an isolated structure at a distorted geometry from the Open Molecules 2025 dataset. Energies are from wB97M-V/def2-TZVPD.

Structure (XYZ):
```
2
Properties=species:S:1:pos:R:3:forces:R:3
In -0.359381 0.968117 -1.016028 0.52 -1.42 1.49
F 0.359381 -0.968117 1.016028 -0.52 1.42 -1.49
```
Positions in Å, forces in eV/Å.

Values from the calculation:
- HOMO-LUMO gap (eV) = 6.11
- net charge = +2
- energy above the lowest of the compared OMol25 structures with the same formula, charge and spin (kJ/mol) = 230.5
- E_tot (a.u.) = -288.860885
- spin multiplicity = 1
- molecular weight (g/mol) = 133.8

The molecule's Löwdin atomic charges, reported in e, are given here:
1. In 1.94
2. F 0.06

***

Record 4
Here is the molecule C4H9NO2S at a distorted geometry from the Open Molecules 2025 dataset. Energies are from wB97M-V/def2-TZVPD.

Structure (XYZ):
```
17
Properties=species:S:1:pos:R:3:forces:R:3
C -2.193591 2.202204 0.724051 -0.16 0.02 0.20
C -1.182006 1.689608 0.062258 0.40 -0.94 0.04
S -0.955998 -0.104945 0.058068 2.24 0.22 -0.49
O -1.391167 -0.577485 -1.231222 0.16 0.07 -0.15
O -1.538434 -0.685701 1.232421 0.25 0.11 0.34
N 1.190246 -0.364494 0.090138 -3.28 1.07 0.56
C 1.282746 -1.599697 0.815909 -0.14 -0.49 0.19
C 1.568028 -0.451060 -1.292176 0.03 0.18 -0.57
H -2.417170 3.258495 0.715075 0.08 0.09 -0.12
H -2.842611 1.567201 1.303659 -0.09 -0.11 0.17
H -0.479219 2.214613 -0.557991 0.15 0.14 -0.14
H 0.856751 -2.456427 0.275370 0.07 -0.05 0.06
H 2.335863 -1.806233 1.023206 0.01 0.03 -0.02
H 0.758819 -1.483222 1.762103 0.09 -0.15 0.08
H 2.072195 0.476237 -1.572835 0.01 -0.08 -0.14
H 2.241445 -1.292428 -1.468219 0.02 -0.01 0.06
H 0.694102 -0.586672 -1.939808 0.16 -0.11 -0.09
```
Positions in Å, forces in eV/Å.

Values from the calculation:
- HOMO-LUMO gap (spin up / spin down) (eV) = 9.48 / 9.48
- energy above the lowest of the compared OMol25 structures with the same formula, charge and spin (kJ/mol) = 371.3
- E_tot (a.u.) = -761.122001
- spin multiplicity = 1
- molecular weight (g/mol) = 135.2
- SMILES = C=CS(=O)(=O)N(C)C

The molecule's Löwdin atomic charges, reported in e, are given here:
1. C 0.00
2. C -0.22
3. S 0.73
4. O -0.34
5. O -0.32
6. N -0.21
7. C -0.19
8. C -0.17
9. H 0.07
10. H 0.07
11. H 0.08
12. H 0.09
13. H 0.09
14. H 0.07
15. H 0.08
16. H 0.09
17. H 0.06

***

Record 5
Here is C2H2FNa as an isolated structure at a distorted geometry from the Open Molecules 2025 dataset. Energies are from wB97M-V/def2-TZVPD.

Structure (XYZ):
```
6
Properties=species:S:1:pos:R:3:forces:R:3
C -1.933216 0.212802 -0.052465 0.11 -0.02 0.40
H -2.271761 1.250923 0.039401 0.26 -0.25 0.19
H -2.648885 -0.568009 0.215649 0.05 0.11 -0.84
C -0.659915 -0.140765 -0.236479 0.52 -0.34 1.25
F 0.245071 1.017164 0.060704 0.06 -0.05 -0.66
Na 1.589959 -1.099279 0.417219 -1.00 0.55 -0.34
```
Positions in Å, forces in eV/Å.

Values from the calculation:
- HOMO-LUMO gap (eV) = 6.53
- energy above the lowest of the compared OMol25 structures with the same formula, charge and spin (kJ/mol) = 34.3
- E_tot (a.u.) = -339.482961
- spin multiplicity = 1
- molecular weight (g/mol) = 68.0

The molecule's Löwdin atomic charges, reported in e, are given here:
1. C -0.15
2. H 0.03
3. H 0.02
4. C -0.30
5. F -0.29
6. Na 0.69

***

Record 6
Here is C6H14AgO4 as an isolated structure at a distorted geometry from the Open Molecules 2025 dataset. Energies are from wB97M-V/def2-TZVPD.

Structure (XYZ):
```
25
Properties=species:S:1:pos:R:3:forces:R:3
C -1.056415 2.317044 0.883210 0.01 0.06 0.50
O -0.757003 1.820167 -0.384436 1.04 -0.24 -0.27
C 0.624185 2.037632 -0.779211 -1.75 -0.10 -1.46
C 0.873550 1.252856 -2.057702 -0.23 -0.67 -0.36
O 1.342129 -0.056784 -1.744331 0.09 1.24 -0.87
C -0.251495 -1.622773 -1.110674 -3.01 -3.04 0.09
C 0.043042 -1.984209 0.333588 0.00 -0.30 0.61
O 0.543096 -0.845532 1.025985 -1.25 -0.81 0.76
C 0.511853 -0.959568 2.435956 0.03 -0.18 -0.09
Ag 2.008085 0.522341 0.125737 2.25 1.39 0.96
H -2.083572 2.020894 1.137272 0.16 0.07 -0.13
H -0.380769 1.900803 1.652293 -0.13 0.18 -0.22
H -0.993793 3.420075 0.913794 0.05 -0.18 0.05
H 0.740557 3.123047 -0.960853 0.53 -0.22 0.65
H 1.597484 1.796413 -2.697364 -0.05 -0.05 0.26
H -0.057637 1.164972 -2.659889 0.00 0.17 0.11
H 0.525242 -2.147454 -1.692194 -0.69 1.78 -0.60
H -0.866978 -0.707237 -1.079693 1.41 -0.02 -1.13
H 0.793433 -2.791737 0.376364 -0.23 0.10 0.15
H -0.877558 -2.317769 0.837861 0.10 -0.03 -0.14
H 0.929915 -0.031544 2.846127 -0.11 -0.26 -0.14
H -0.525523 -1.102790 2.772683 0.11 0.00 0.06
H 1.133700 -1.804261 2.769725 -0.12 0.13 0.01
O -1.485615 -2.660811 -1.658754 1.14 1.01 1.31
H -2.329914 -2.343775 -1.285494 0.67 -0.03 -0.12
```
Positions in Å, forces in eV/Å.

Values from the calculation:
- <S²> = 2.010
- HOMO-LUMO gap (spin up / spin down) (eV) = 4.08 / 7.15
- net charge = -1
- E_tot (a.u.) = -684.688696
- spin multiplicity = 3
- molecular weight (g/mol) = 258.0

The molecule's Löwdin atomic charges, reported in e, are given here:
1. C -0.17
2. O -0.24
3. C -0.27
4. C -0.41
5. O -0.45
6. C -0.09
7. C -0.23
8. O -0.40
9. C -0.15
10. Ag 0.41
11. H 0.08
12. H 0.07
13. H 0.08
14. H 0.09
15. H 0.09
16. H 0.10
17. H 0.12
18. H 0.11
19. H 0.13
20. H 0.12
21. H 0.06
22. H 0.08
23. H 0.08
24. O -0.22
25. H 0.02